{"formula": "C6H13N2", "method": "ωB97M-V/def2-TZVPD", "lumo_energy_ev": -3.96, "e_above_lowest_ev": 5.528, "homo_energy_ev": -13.8, "total_charge": 1, "species": ["C", "H", "C", "H", "H", "H", "H", "C", "C", "H", "N", "H", "N", "C", "C", "H", "H", "H", "H", "H", "H"], "xyz": [[0.509, 0.640, -3.017], [0.883, 0.368, -3.951], [0.407, 2.476, -0.007], [-1.644, -0.775, -0.030], [-1.471, 0.676, 0.862], [0.327, -2.300, -0.189], [0.839, -1.342, -1.502], [0.875, -1.452, -0.439], [-1.303, -1.442, 1.847], [-0.037, 2.335, 1.032], [0.446, 1.154, -0.717], [-2.300, -1.669, 2.032], [0.354, 0.956, -1.911], [0.449, -0.306, 0.399], [-0.999, -0.408, 0.742], [-0.922, -2.490, 1.655], [1.393, 2.596, 0.254], [-0.844, -0.937, 2.771], [0.091, 3.258, -0.708], [1.002, 0.249, 1.129], [1.945, -1.589, -0.253]], "forces_ev_per_a": [[-1.1190, 0.3978, 1.6932], [0.2389, -0.2073, -1.1220], [-1.2612, -1.4675, -0.1068], [0.3449, -0.1561, -1.5411], [1.0127, -2.2741, 0.7009], [-0.8197, -1.5309, 0.4887], [-0.5374, 0.4924, -0.6630], [3.1930, 1.0460, 0.9014], [3.2613, 0.9516, 1.5851], [-0.5058, 0.4445, -1.8241], [-0.6969, -1.1187, 4.7827], [-2.0781, 0.4748, 0.1386], [1.3095, -0.1175, -3.3570], [-2.4940, 2.2015, -3.0018], [-2.6006, 1.4954, 0.4455], [0.3909, 1.4041, 0.1265], [2.5999, 0.9421, 0.3009], [-0.6774, -1.5989, -0.7530], [-0.3900, -0.1413, 0.7610], [0.9241, -0.6526, 0.4638], [-0.0953, -0.5854, -0.0194]], "lowdin_charge": [0.270, 0.100, 0.026, 0.104, 0.150, 0.070, 0.069, -0.027, -0.074, 0.116, -0.080, 0.050, -0.013, -0.122, -0.259, 0.101, 0.055, 0.111, 0.110, 0.133, 0.110]}



{"formula": "C11H13BrN2O2", "method": "ωB97M-V/def2-TZVPD", "lumo_energy_ev": 0.30, "e_above_lowest_ev": 0.026, "homo_energy_ev": -9.6, "smiles": "O=C(NC[C@@H]1CCCO1)c1cncc(Br)c1", "total_charge": 0, "species": ["H", "C", "H", "N", "C", "Br", "H", "C", "H", "O", "C", "H", "H", "C", "H", "C", "H", "H", "H", "O", "N", "H", "C", "H", "C", "H", "C", "C", "C"], "xyz": [[4.943, 1.131, -1.077], [-0.082, -1.193, -0.206], [-0.864, 0.569, -1.188], [-1.575, -2.277, 1.314], [1.265, -1.221, -0.860], [-3.616, 0.980, -0.141], [0.298, -2.991, 0.910], [4.025, 0.766, -0.593], [1.333, 0.832, -0.805], [3.389, 1.884, 0.026], [3.283, 1.665, 1.421], [3.476, -0.787, -2.007], [2.285, 1.268, 1.666], [-2.485, -1.355, 1.073], [5.326, 1.142, 1.879], [3.102, 0.183, -1.677], [3.568, -0.988, 0.592], [5.301, -0.737, 0.349], [4.137, 0.098, 2.683], [1.838, -2.266, -1.097], [1.768, -0.005, -1.163], [-3.424, -1.451, 1.599], [4.362, 0.645, 1.771], [3.409, 2.628, 1.921], [-0.414, -2.207, 0.693], [3.057, 0.871, -2.526], [-1.041, -0.221, -0.473], [-2.259, -0.313, 0.182], [4.353, -0.234, 0.523]], "forces_ev_per_a": [[-0.0994, -0.0726, 0.0461], [-0.3122, -0.1389, 0.1239], [0.0047, 0.0521, -0.0369], [-0.0192, -0.4285, 0.3591], [-0.2222, 0.1292, 0.0005], [0.1886, -0.2125, 0.0596], [0.1233, -0.0136, -0.0578], [0.1124, -0.4072, -0.3474], [-0.0637, -0.1695, 0.0725], [-0.0473, 0.0492, -0.2731], [-0.0501, -0.0453, 0.4437], [-0.0043, 0.1245, -0.0518], [0.0937, 0.0524, -0.0038], [-0.2403, 0.4320, -0.2152], [0.0188, 0.0151, 0.0583], [0.3405, 0.2358, 0.0674], [0.0044, -0.0594, -0.0087], [0.0065, -0.0713, -0.0401], [0.0292, -0.0083, 0.0679], [0.1157, -0.2420, 0.0644], [0.0862, 0.3645, 0.0114], [-0.1100, 0.0903, -0.0148], [-0.1063, 0.1340, -0.1609], [-0.0405, -0.0728, 0.0118], [0.3688, 0.1266, -0.2977], [0.0490, -0.1039, 0.0077], [-0.0510, -0.1484, 0.1647], [-0.0766, 0.1425, -0.0508], [-0.0988, 0.2460, -0.0001]], "lowdin_charge": [0.148, -0.106, 0.111, 0.078, -0.464, 0.734, 0.123, -0.306, 0.135, -0.111, -0.201, 0.130, 0.117, -0.185, 0.115, -0.110, 0.109, 0.120, 0.113, 0.073, 0.082, 0.105, -0.149, 0.121, -0.074, 0.126, -0.061, -0.654, -0.120]}



{"formula": "CH4N3", "method": "ωB97M-V/def2-TZVPD", "lumo_energy_ev": -4.69, "e_above_lowest_ev": 3.025, "homo_energy_ev": -16.3, "smiles": "[NH2+]=C1NN1", "total_charge": 1, "species": ["N", "N", "H", "H", "C", "N", "H", "H"], "xyz": [[-1.042, -0.777, -0.097], [1.287, -0.027, -0.035], [-1.468, 1.285, -0.777], [1.928, -0.770, 0.093], [0.005, 0.052, 0.022], [-1.093, 0.742, 0.067], [1.981, 0.675, 0.096], [-1.597, -1.180, 0.631]], "forces_ev_per_a": [[-0.1606, 0.3943, -1.3984], [0.7905, 1.0318, 0.4136], [0.8662, -0.9723, 1.3053], [-0.8438, -2.5913, -0.0315], [1.3420, -2.2140, 0.2849], [-1.6331, 2.4855, -1.2761], [-0.6490, 2.3217, -0.2827], [0.2878, -0.4558, 0.9847]], "lowdin_charge": [0.221, 0.314, 0.199, 0.152, -0.380, 0.200, 0.153, 0.141]}



{"formula": "C6H13FN3", "method": "ωB97M-V/def2-TZVPD", "lumo_energy_ev": -3.30, "e_above_lowest_ev": 1.809, "homo_energy_ev": -13.4, "smiles": "[H]/N=C(\\F)[C@H](N)[C@@H]([NH3+])CC=C", "total_charge": 1, "species": ["C", "H", "N", "H", "H", "F", "H", "H", "C", "H", "H", "N", "H", "H", "C", "H", "C", "H", "C", "H", "H", "C", "N"], "xyz": [[1.355, 0.566, 2.783], [-1.205, -0.905, 1.342], [-0.059, 1.297, -2.380], [1.345, -2.624, -1.497], [1.263, 0.837, 3.808], [1.006, -1.043, -3.293], [-0.518, 1.716, -3.099], [1.229, -0.321, 0.221], [0.345, -1.155, -2.164], [1.179, 1.308, -0.214], [-1.355, 1.103, -0.126], [0.405, -2.141, -1.326], [2.348, 0.207, 2.511], [0.877, 1.155, -2.571], [0.623, 0.549, 0.395], [-1.679, -0.143, -2.121], [-0.573, -0.005, -1.795], [-2.212, -1.330, 0.071], [-0.694, 0.229, -0.314], [-0.364, 1.346, 2.268], [-0.762, -1.798, -0.106], [0.387, 0.853, 1.882], [-1.315, -1.015, 0.325]], "forces_ev_per_a": [[-0.2842, 0.3745, -1.4369], [-0.1158, -0.5386, -0.2305], [-0.5771, -2.6750, 3.9224], [-1.9525, -0.1704, 0.0828], [-0.2988, 0.1418, 0.6731], [0.3017, -0.0858, 0.4276], [-1.7922, 0.8914, -2.4720], [0.5866, -0.5923, 0.7229], [-1.6377, -1.4822, 2.1254], [-0.9091, 0.0038, 0.8430], [0.0576, -0.7772, -0.4138], [3.0455, 1.1439, -2.2462], [-0.3759, -0.2963, -0.1331], [2.1703, 0.2538, -0.7644], [-0.5647, 0.1702, -0.2065], [1.8987, -0.1721, -0.1497], [-1.8205, 2.3941, -2.4017], [-2.0796, 0.5664, -0.2576], [-0.4783, 0.8807, 0.8462], [-4.4448, 2.5136, 1.2254], [0.9380, 0.0331, 0.7130], [6.3466, -3.0263, -1.2827], [1.9864, 0.4490, 0.4133]], "lowdin_charge": [0.062, 0.161, 0.113, 0.145, 0.058, 0.159, 0.053, 0.100, -0.356, 0.143, 0.170, 0.157, 0.077, 0.052, -0.142, 0.191, -0.240, 0.145, -0.278, 0.047, 0.105, -0.139, 0.217]}



{"formula": "C24H46INO6PSn", "method": "ωB97M-V/def2-TZVPD", "lumo_energy_ev": -7.86, "homo_energy_ev": -9.6, "total_charge": 1, "species": ["C", "C", "H", "P", "O", "H", "H", "C", "H", "H", "H", "H", "C", "H", "C", "C", "C", "O", "H", "H", "H", "H", "H", "H", "O", "H", "H", "H", "H", "C", "C", "C", "H", "C", "C", "H", "H", "C", "H", "C", "C", "H", "H", "H", "C", "H", "H", "H", "C", "O", "H", "N", "H", "H", "H", "H", "C", "C", "H", "H", "H", "H", "H", "C", "H", "H", "H", "Sn", "O", "C", "O", "I", "C", "H", "H", "H", "C", "H", "H", "C"], "xyz": [[-3.613, -0.453, 0.112], [-3.174, 4.128, -1.171], [-3.947, 3.533, 2.350], [4.396, 0.331, 1.627], [1.907, -1.768, 1.357], [3.073, -2.882, 3.967], [-3.311, 5.053, 1.526], [-0.069, -0.484, -4.412], [-4.498, -0.509, 0.853], [5.516, -2.176, 3.870], [-3.909, 4.061, -2.047], [1.419, 0.890, -3.455], [-2.662, -4.034, -2.120], [-1.724, -4.200, -1.486], [1.376, -0.957, -2.203], [-2.185, -1.404, 2.179], [2.059, -1.718, 0.116], [4.768, -1.254, 2.155], [2.471, -1.147, 3.913], [-2.010, -2.479, 1.842], [4.601, 1.673, -0.424], [-2.141, 3.738, -1.478], [3.712, 2.442, 3.623], [-1.372, -1.055, 2.919], [5.497, 1.233, 2.258], [3.964, -1.179, -1.510], [-3.206, -5.054, -2.172], [5.641, 0.181, -0.488], [-5.410, 1.966, 0.643], [-3.653, 3.298, 0.110], [3.018, 2.278, 2.719], [-1.804, -2.146, -3.192], [0.569, -1.700, -1.848], [3.563, -0.138, -1.218], [4.575, 0.537, -0.219], [-0.667, -1.538, 0.028], [-0.411, 1.576, 0.672], [0.635, 0.120, -3.105], [-0.167, 0.738, -2.550], [-3.879, 0.861, -0.802], [2.027, -0.358, -0.806], [0.244, -2.708, -4.097], [1.551, 3.726, 3.673], [-2.255, 0.710, 1.456], [-2.283, -0.337, 0.991], [-3.391, -3.299, -1.601], [-3.685, -1.428, -0.502], [-4.579, 0.601, -1.684], [4.753, -1.353, 3.599], [2.348, -2.916, -0.551], [3.224, 3.001, 1.864], [1.304, 0.754, -0.266], [-3.063, 5.225, -0.882], [3.363, -1.759, 5.387], [-0.944, 0.186, -4.759], [0.717, 2.447, 2.512], [3.360, -1.810, 4.233], [-4.419, 2.094, 0.082], [1.381, 1.972, 4.185], [2.209, -1.481, -2.797], [5.093, -0.421, 4.156], [3.562, 0.457, -2.210], [0.362, 0.207, 1.597], [-1.025, -0.439, -0.018], [0.698, -0.451, -5.261], [-2.684, -1.426, -3.361], [-3.172, -1.343, 2.765], [-4.784, -5.641, -1.823], [-2.369, -3.500, -3.429], [0.100, 0.550, 0.521], [2.928, 0.891, 2.301], [1.765, 2.633, -0.820], [1.534, 2.662, 3.273], [-1.467, -2.144, -2.101], [-2.910, 1.242, -1.298], [-2.122, 3.674, 1.797], [-0.629, -1.975, -4.254], [-1.393, -0.245, -1.077], [-1.078, -2.262, -5.279], [-3.216, 3.906, 1.545]], "forces_ev_per_a": [[-0.9150, 0.7154, 0.8881], [0.7878, -1.1060, 0.5366], [1.3656, 0.3214, -1.0779], [4.0735, 1.9124, 4.1646], [-0.1483, 1.3810, -2.6888], [0.5461, 1.4224, 0.1508], [0.2533, -1.6065, 0.1047], [-0.0027, -0.1526, -0.1591], [1.2596, 0.0245, -1.1237], [-1.0899, 1.3425, -0.6841], [1.1173, -0.1404, 1.3867], [-1.2416, -1.0255, 0.4194], [0.3895, 1.6877, -0.4709], [-1.3227, 0.0436, -0.7512], [-1.7128, -0.4264, -0.1686], [-0.4639, 1.0468, 0.3971], [0.7758, -5.3030, 0.3033], [-1.8908, 2.7310, -0.8988], [1.5711, -0.9216, 0.2959], [-0.1238, 1.4892, 0.3603], [-0.0811, -1.7233, 0.8874], [-1.2648, 0.7434, 0.0331], [-0.6961, -0.4580, -1.8650], [-1.0748, -0.8521, -1.2287], [-2.8186, -1.9846, -2.0433], [-0.9092, 1.5260, 0.6463], [3.2520, 1.4342, -0.9505], [-1.6773, 0.4158, 0.7477], [2.1919, -0.1585, 0.1962], [-0.8647, -0.6476, 1.0894], [-1.9211, 1.7474, 1.3338], [0.2771, -0.2274, -0.5610], [1.6364, 0.8923, -0.8739], [0.1481, -0.1687, -0.9923], [-0.0609, 0.1099, -0.9351], [-0.3312, 1.6969, -0.1177], [0.8863, -1.5417, -0.3694], [0.2141, 1.0409, -0.1974], [1.3633, -1.1307, -0.4986], [-0.6480, 0.7734, -1.0445], [1.2736, -1.1958, -1.0918], [-1.4966, 1.0413, 0.1698], [-0.1913, -1.2846, -0.8059], [-0.3109, -1.3820, -0.6153], [0.3637, -0.2331, -0.7395], [0.8052, -1.1811, -0.2577], [0.4434, 1.5110, 0.7671], [0.9090, 0.1622, 1.4046], [-0.0026, -1.2980, 2.4663], [-1.2156, 5.5209, 1.9200], [0.2677, -1.1699, 1.0471], [0.1530, -0.9594, -0.0709], [-0.1408, -1.5334, -0.2561], [0.4406, -0.0042, -1.7838], [1.4177, -0.8670, 0.7087], [1.0590, 0.5724, 0.9544], [-0.9521, 0.0749, 0.0674], [1.5729, 0.7413, -0.8829], [-0.0445, 1.0440, -1.4129], [-1.4777, 0.6872, 1.1043], [-0.3327, -0.8835, -1.2663], [0.0403, -0.7464, 1.5366], [0.1079, 0.1221, -1.5357], [-0.2844, -0.9813, 0.7541], [-1.1451, -0.3364, 1.1146], [1.4828, -0.7175, 0.3266], [1.3969, -0.2654, -0.8126], [-2.6966, -0.8977, 0.5903], [-0.1152, -0.6190, 2.2022], [-1.4558, 0.7016, 0.7902], [1.9169, -0.6873, -1.5291], [-0.1096, -0.2287, 0.1452], [1.1454, -1.1470, 0.7160], [-0.2365, 0.4615, -1.5596], [-1.3306, -0.7360, 0.7786], [-1.6201, -0.0263, -0.4745], [-0.0916, 0.1430, -0.8573], [0.7976, 0.1281, 1.3798], [0.5856, 0.4032, 1.6207], [-1.7785, 1.1424, -0.8535]], "lowdin_charge": [-0.171, -0.073, 0.086, 0.725, 0.084, 0.079, 0.074, -0.184, 0.118, 0.137, 0.090, 0.093, -0.249, 0.150, -0.111, -0.072, -0.458, -0.239, 0.063, 0.084, 0.075, 0.065, 0.135, 0.093, -0.348, 0.142, -0.271, 0.131, 0.116, -0.290, -0.295, -0.173, 0.093, -0.203, -0.221, 0.121, 0.092, -0.221, 0.088, -0.194, -0.386, 0.132, 0.086, 0.133, -0.342, 0.082, 0.088, 0.107, -0.280, -0.078, 0.074, -0.464, 0.082, 0.086, 0.123, 0.037, -0.105, -0.087, 0.091, 0.144, 0.117, 0.118, 0.147, -0.143, 0.121, 0.151, 0.087, 1.146, -0.206, -0.253, -0.303, 1.199, -0.081, 0.084, 0.095, 0.074, -0.163, 0.080, 0.132, -0.084]}



{"formula": "C2H6O5P2", "method": "ωB97M-V/def2-TZVPD", "lumo_energy_ev": 6.53, "e_above_lowest_ev": 0.000, "homo_energy_ev": 0.3, "smiles": "C[C@@](O)(P([O-])O)[P@@H](=O)[O-]", "total_charge": -2, "species": ["H", "C", "C", "O", "P", "O", "H", "H", "H", "O", "O", "H", "O", "H", "P"], "xyz": [[-1.903, 0.979, -0.403], [-0.797, 1.058, -0.600], [0.025, 0.130, 0.234], [-1.591, -1.707, -0.786], [0.068, -1.697, -0.453], [2.850, 0.199, 0.828], [-1.845, -2.637, -0.834], [-0.151, -1.059, 1.815], [-0.559, 0.841, -1.662], [-0.277, -0.033, 1.622], [0.045, -2.501, 0.816], [1.165, 2.028, 0.811], [1.982, 1.357, -1.226], [-0.721, 2.192, -0.308], [1.707, 0.850, 0.145]], "forces_ev_per_a": [[0.7400, -0.8005, -0.3653], [-2.1945, 1.7282, 0.6577], [1.1932, -2.0189, 0.2718], [-1.2387, 0.0461, -0.8580], [0.0388, 1.0525, -1.2466], [0.1950, -0.7096, 1.0975], [0.1449, 0.2093, 0.0815], [-0.2555, 1.9554, -0.9548], [-0.2415, 0.6070, 0.6368], [-0.4665, -1.1147, 0.3811], [0.6716, -1.1265, 2.0334], [0.7180, 0.0117, 0.5968], [0.0547, 0.2346, -1.6011], [0.8250, -1.7252, -0.7301], [-0.1844, 1.6507, -0.0007]], "lowdin_charge": [0.060, -0.202, -0.788, -0.387, 0.575, -0.454, -0.007, 0.074, 0.063, -0.206, -0.569, 0.004, -0.484, 0.074, 0.247]}



{"formula": "C4H6NO3", "method": "ωB97M-V/def2-TZVPD", "lumo_energy_ev": 4.00, "e_above_lowest_ev": 0.000, "homo_energy_ev": -4.7, "smiles": "NC(=O)CCC(=O)[O-]", "total_charge": -1, "species": ["H", "C", "C", "H", "C", "O", "H", "H", "C", "H", "O", "H", "O", "N"], "xyz": [[-2.448, 0.243, 0.966], [0.323, 1.066, -1.515], [0.812, -0.283, -0.877], [1.179, 0.345, 1.225], [0.754, -0.475, 0.623], [-0.921, -1.813, 1.720], [1.796, -0.470, -1.297], [0.149, -1.006, -1.346], [-0.648, -0.740, 1.200], [-1.102, 1.071, 0.566], [-0.418, 1.817, -0.818], [1.310, -1.316, 1.030], [0.685, 1.219, -2.686], [-1.470, 0.344, 1.209]], "forces_ev_per_a": [[-0.0233, -0.6545, 0.6588], [-0.0166, -0.2073, 0.5449], [-0.3235, 0.3783, -0.4116], [-0.2161, 0.3454, -0.5755], [-0.2620, 0.0756, 1.5755], [-0.2159, -0.1451, -0.3206], [0.1774, -0.0489, 0.1645], [-0.0346, -0.3598, -0.0720], [0.3591, -0.0453, 0.4285], [0.2065, 0.0864, -0.0083], [0.2346, -0.0095, -0.0647], [0.2512, -0.4539, -0.6330], [0.0624, 0.1884, -0.2929], [-0.1991, 0.8502, -0.9935]], "lowdin_charge": [0.097, -0.714, -0.123, 0.119, -0.141, -0.003, 0.096, 0.109, -0.561, 0.042, -0.096, 0.096, -0.062, 0.140]}